106
Properties=species:S:1:pos:R:3:forces:R:3 method="wB97M-V/def2-TZVPD" multiplicity=2 lumo_energy_ev="2.3 / 2.3" total_charge=-1 e_above_lowest_kj_mol=0.0
Hg 1.38375 1.76029 0.11205 -0.288 -1.251 -0.309
C 4.08787 0.52045 -5.05476 -0.128 -0.259 -1.001
C 3.48783 -0.39573 -4.22212 0.471 -0.022 0.987
C 3.46550 -0.10587 -2.86037 -0.801 0.332 0.149
C 3.84848 1.17494 -2.33808 0.045 -0.610 -1.002
C 4.34938 2.13560 -3.29526 0.148 -0.943 0.880
C 4.55387 1.73943 -4.60058 -0.005 0.438 -0.341
N 3.68918 1.39712 -0.99395 -0.220 0.553 0.271
C 4.47114 2.35954 -0.41327 0.644 0.555 0.553
C 5.86160 2.56703 -0.73620 -1.235 -0.161 -0.679
C 6.61399 3.64199 -0.31704 0.319 -0.145 0.447
C 6.05604 4.45738 0.66924 0.673 0.945 0.826
C 4.78070 4.20627 1.15185 -0.077 0.584 0.579
C 3.96779 3.18305 0.65025 0.871 -0.092 -0.011
N 2.75258 2.90619 1.25752 -0.132 -0.123 -0.733
N 2.41305 3.62412 2.29721 0.256 0.334 -0.116
C 1.35548 3.18303 3.00143 -0.974 0.247 0.339
C 0.71522 4.15831 3.85785 0.723 -0.004 -0.678
C -0.35886 3.77646 4.59329 -0.716 0.078 0.179
C -0.81277 2.45558 4.45466 -0.791 -0.690 0.968
C -0.13912 1.56116 3.65228 0.635 0.968 0.228
N 0.91247 1.90726 2.89246 -0.010 0.400 0.261
H 4.12993 0.30821 -6.10401 0.249 -0.123 -0.500
H 3.15030 -1.37061 -4.59287 0.007 0.454 0.136
H 2.98670 -0.83804 -2.20055 0.339 0.390 0.094
H 4.67171 3.11465 -2.95939 -0.068 -0.107 0.010
H 5.07730 2.37206 -5.33465 -0.424 -0.010 0.506
H 6.24746 1.87086 -1.45650 0.287 -0.139 -0.296
H 7.65110 3.81980 -0.68002 -0.886 -0.309 0.322
H 6.69496 5.23006 1.17056 -0.804 -0.562 -0.662
H 4.33572 4.81393 1.96254 0.530 -0.420 -0.575
H 1.07440 5.19344 3.82545 0.033 -0.544 0.142
H -0.88891 4.46712 5.27257 0.361 -0.335 -0.503
H -1.65837 2.08341 5.05689 0.489 0.265 -0.316
H -0.35161 0.51423 3.73615 -0.396 -0.472 -0.461
C -3.94856 1.34524 -4.13377 0.679 0.254 -0.935
C -2.59687 1.07654 -3.46250 -0.692 -0.319 -0.206
C -2.03911 -0.23328 -4.01853 1.203 0.576 -0.440
C -1.65892 2.28656 -3.61928 -0.624 -0.631 -0.340
O -2.93025 0.80799 -2.11295 -0.976 0.151 0.142
Si -2.24022 1.03564 -0.68158 2.043 -0.438 0.274
S -0.25076 0.28864 -0.96014 0.537 0.752 0.505
O -2.17194 2.57426 -0.17268 -0.575 0.377 -0.014
C -3.22949 3.40223 0.37800 0.828 0.396 0.126
C -3.72341 2.77201 1.67812 0.897 -0.165 0.226
C -4.34452 3.58500 -0.62635 -0.333 0.420 -0.484
C -2.51221 4.73712 0.63244 0.205 -0.021 -0.809
O -3.02945 0.16892 0.43419 -0.810 -0.882 0.126
C -3.66343 -1.14201 0.37158 0.283 -0.146 0.730
C -2.77093 -2.16182 -0.34761 -0.295 0.851 -1.231
C -5.00358 -0.97443 -0.29687 -0.674 0.390 -0.992
C -3.88784 -1.54972 1.82502 -0.458 0.397 0.476
H -3.76304 1.68894 -5.16800 -0.187 0.088 0.367
H -4.56001 2.06955 -3.59374 0.122 -0.029 -0.020
H -4.45296 0.39738 -4.23616 -0.542 -0.210 0.222
H -1.60764 0.00696 -4.98578 0.240 -0.053 -0.362
H -2.80718 -0.97868 -4.24021 0.072 -0.032 0.609
H -1.19163 -0.58587 -3.38847 -0.801 -0.009 -0.342
H -1.53489 2.51628 -4.69116 0.022 -0.061 0.437
H -0.70752 2.06797 -3.16483 0.445 0.045 0.106
H -2.12264 3.12889 -3.11372 0.051 0.235 0.022
H -4.42887 1.96830 1.47515 -0.062 0.076 0.166
H -4.13240 3.53344 2.32493 -0.526 0.249 0.129
H -2.86163 2.35176 2.24006 -0.447 0.155 -0.452
H -4.84640 2.63078 -0.80288 -0.167 0.111 -0.043
H -3.95754 3.95999 -1.58680 0.061 -0.235 0.249
H -5.06794 4.35709 -0.29385 0.238 -0.576 0.086
H -1.67857 4.52631 1.28604 0.229 0.147 0.418
H -3.15072 5.52315 1.04297 -0.057 -0.215 0.104
H -2.06889 5.11955 -0.31573 -0.386 -0.312 0.502
H -2.70895 -1.85438 -1.41836 0.121 -0.151 0.588
H -3.20915 -3.16336 -0.36986 0.052 0.074 0.391
H -1.76438 -2.14207 0.05741 0.048 -0.236 0.181
H -4.84798 -0.41260 -1.23907 -0.242 -0.442 0.315
H -5.67866 -0.38276 0.32990 0.152 0.059 0.009
H -5.54037 -1.91870 -0.50908 0.511 0.250 0.076
H -2.95115 -1.57462 2.37204 0.205 -0.145 0.009
H -4.38531 -2.52801 1.90833 0.207 0.210 -0.157
H -4.54377 -0.80234 2.32658 0.385 -0.391 -0.338
C 1.67488 -7.39014 1.08437 0.244 -0.362 -0.765
C 1.70775 -6.28351 2.13099 -0.763 -0.816 1.015
N 0.48220 -5.48820 2.16784 -0.458 0.362 0.008
C -0.75706 -6.14355 2.59968 0.133 -0.695 0.691
C -1.81177 -6.21993 1.50939 -0.458 -0.162 -0.671
C 0.41450 -4.13210 2.08479 -1.081 1.279 0.223
O -0.61541 -3.48314 2.38433 1.424 -1.516 -0.358
C 1.60587 -3.36876 1.61518 -0.482 1.428 -0.175
C 2.39073 -3.66980 0.51339 0.992 -0.682 -0.517
C 3.47492 -2.86912 0.15271 -0.699 1.546 1.091
C 3.57375 -1.61802 0.82943 0.477 -1.523 -0.649
N 2.69109 -1.23235 1.73080 0.104 0.558 0.412
C 1.74239 -2.05813 2.12614 -0.276 -0.454 0.063
H 2.66472 -7.86144 1.04850 -0.038 0.189 -0.170
H 1.40297 -7.04566 0.05677 0.273 -0.078 0.824
H 1.00682 -8.23099 1.33589 -0.074 0.558 0.065
H 2.58665 -5.66263 2.09531 0.075 0.369 -0.501
H 1.80697 -6.78210 3.12190 -0.144 0.180 -0.364
H -1.16498 -5.62209 3.48708 0.279 -0.161 -0.435
H -0.45118 -7.16247 2.91402 -0.305 0.461 -0.090
H -2.10531 -5.21167 1.18660 0.174 -0.248 0.096
H -2.74717 -6.74233 1.81305 0.722 0.269 0.106
H -1.41199 -6.76314 0.63292 -0.161 0.248 0.312
H 2.21952 -4.55209 -0.10407 -0.104 -0.087 0.403
H 4.17703 -3.13161 -0.62451 -0.133 -0.021 -0.114
H 4.40670 -0.94305 0.66048 -0.170 0.059 -0.287
H 1.03119 -1.64656 2.85964 0.344 -0.482 -0.335